1) Here is 2 unconnected molecules or ions with the total composition C3H9NS2 from OMol25. Energies are from ωB97M-V/def2-TZVPD.

Last column: Mulliken charge in e.
Atoms and positions in Å:
C: 0.296 1.555 -1.362  -0.7486
C: -0.877 1.197 -0.850  0.0067
N: -1.854 0.451 -1.505  -0.5331
H: 0.745 1.050 -2.211  0.2319
H: 0.998 2.152 -0.795  0.2505
H: -1.123 1.519 0.157  0.3320
H: -1.510 -0.351 -2.020  0.2091
H: -2.609 0.196 -0.888  0.2585
C: 1.079 -0.520 2.170  -0.3810
S: 1.531 -2.013 1.244  -0.0592
S: -0.184 -2.287 0.083  -0.2311
H: 0.389 0.087 1.590  -0.0930
H: 0.641 -0.797 3.126  0.3151
H: 1.988 0.048 2.343  0.2787
H: 0.490 -2.289 -1.080  0.1635

The value obtained for the HOMO-LUMO gap is 8.8 eV. As for the total charge: 0. As for the SMILES: C=CN.CSS. The LUMO energy is 0.38 eV. The calculation puts the highest occupied orbital energy at -8.4639 eV.



2) Here is 2 unconnected molecules or ions with the total composition C3H9NS2 from OMol25. Energies are from ωB97M-V/def2-TZVPD.

Last column: Mulliken charge in e.
Atoms and positions in Å:
C: 2.135 -1.951 2.277  -0.8615
C: 1.965 -0.696 2.756  0.1185
N: 0.789 -0.052 2.777  -0.4538
H: 1.505 -2.456 1.648  0.3484
H: 3.160 -2.276 2.550  0.1947
H: 2.681 -0.327 3.566  0.2199
H: 0.042 -0.367 2.214  0.2220
H: 0.820 0.920 2.651  0.2192
C: 0.344 -0.794 -1.932  -0.7818
S: -1.428 -0.109 -1.872  -0.0269
S: -1.082 1.755 -0.884  -0.2207
H: 0.880 -1.044 -1.024  0.2647
H: 0.249 -1.759 -2.538  0.2691
H: 0.974 -0.098 -2.492  0.3271
H: -2.349 2.083 -0.523  0.1611

The value obtained for the HOMO-LUMO gap is 8.5 eV. As for the total charge: 0. As for the SMILES: C=CN.CSS. The LUMO energy is 0.24 eV. The calculation puts the highest occupied orbital energy at -8.2501 eV.



Consider the structures shown above. The most stable of them is 1).